No. 1
Here is the molecule C20H19NO3 from the OMol25 dataset. Energies are from ωB97M-V with the def2-TZVPD basis set.

Values from the calculation:
net charge	0
structure (SMILES)	C[C@H](COc1ccc(Oc2ccccc2)cc1)Oc1ccccn1
energy relative to the best compared isomer or geometry (same formula, charge and spin)	19.4	kcal/mol
LUMO energy	0.87	eV
molar mass	321.38	g/mol
orbital gap	9.2	eV
E	-28680.4813	eV

Positions of all 43 atoms, in Å:
C 4.735 2.090 1.173
C 3.814 1.291 0.261
C 2.793 2.217 -0.433
O 1.927 1.517 -1.294
C 0.825 0.881 -0.808
C 0.196 0.015 -1.705
C -0.961 -0.646 -1.357
C -1.516 -0.453 -0.098
C -0.891 0.393 0.805
C 0.274 1.054 0.459
H 0.743 1.687 1.194
H -1.322 0.535 1.784
O -2.667 -1.133 0.267
C -3.858 -0.471 0.159
C -3.993 0.784 -0.424
C -5.243 1.371 -0.509
C -6.361 0.723 -0.017
C -6.225 -0.528 0.565
C -4.984 -1.125 0.656
H -4.862 -2.099 1.104
H -7.092 -1.041 0.953
H -7.333 1.187 -0.087
H -5.338 2.345 -0.967
H -3.123 1.293 -0.813
H -1.447 -1.313 -2.053
H 0.639 -0.118 -2.680
H 2.240 2.795 0.316
H 3.337 2.910 -1.079
H 4.381 0.758 -0.510
O 3.130 0.326 1.059
C 2.845 -0.863 0.495
N 3.352 -1.168 -0.686
C 3.041 -2.340 -1.221
C 2.212 -3.260 -0.611
C 1.693 -2.941 0.640
C 2.012 -1.730 1.212
H 1.638 -1.429 2.177
H 1.045 -3.633 1.157
H 1.979 -4.196 -1.090
H 3.487 -2.530 -2.188
H 5.264 2.845 0.600
H 5.457 1.426 1.641
H 4.155 2.575 1.955

Cartesian forces, eV/Å:
-0.3362 -0.3294 -0.1737
0.1853 0.5082 -0.4615
0.4126 -0.2040 0.4041
-0.1024 -0.1284 -0.1387
-0.4060 -0.1073 -0.0938
0.2633 0.2235 0.1037
-0.2691 -0.0657 0.2813
0.3181 0.1928 -0.0229
-0.3068 -0.2779 -0.1580
0.2255 0.2414 -0.1235
0.0647 0.0393 0.0284
-0.0559 -0.0012 0.1015
0.1126 -0.1344 0.0424
-0.3916 0.1924 -0.0432
0.3416 -0.1230 -0.0071
-0.1228 -0.0025 0.0267
-0.1305 0.0994 -0.0267
0.0375 0.0273 -0.0178
0.2740 -0.0513 -0.0282
0.0202 -0.1130 0.0529
-0.0795 -0.0623 0.0413
-0.0786 0.0377 -0.0026
-0.0064 0.0678 -0.0301
0.0253 0.0348 -0.0171
-0.0565 -0.0709 -0.0693
0.0597 -0.0283 -0.1087
0.0293 0.0123 -0.0632
-0.0331 -0.0190 0.1335
-0.0983 0.2129 0.1825
0.0035 0.1679 0.2041
-0.0491 -0.7134 -0.2979
0.0858 0.4736 0.3733
-0.1260 -0.3042 -0.0617
0.0279 -0.0314 -0.0788
0.0823 0.1322 -0.0223
0.1032 0.1339 -0.0354
-0.0665 0.0323 0.1006
-0.0549 -0.0266 0.0480
-0.0092 -0.0848 -0.0651
-0.0295 -0.1417 -0.0819
0.0867 0.1036 -0.0458
0.0805 -0.0167 0.0306
-0.0308 0.1042 0.1199


No. 2
Here is a structure of composition C20H20BeBrF5O3S from the OMol25 dataset. Energies are from ωB97M-V with the def2-TZVPD basis set.

Values from the calculation:
net charge	0
energy relative to the best compared isomer or geometry (same formula, charge and spin)	6.3	kcal/mol
LUMO energy	-0.58	eV
molar mass	524.35	g/mol
orbital gap	8.1	eV
E	-122071.2107	eV

Positions of all 51 atoms, in Å:
Be 0.285 0.627 -0.213
C 5.519 -1.435 4.768
C 4.828 -0.065 4.776
C 4.011 0.053 6.062
C 5.889 1.044 4.775
C 3.959 0.070 3.529
C 2.595 0.283 3.588
C 1.883 0.395 2.408
Br 0.009 0.725 2.473
C 2.454 0.303 1.148
O 1.701 0.419 0.046
C 3.849 0.089 1.071
C 4.546 -0.019 2.264
C 4.551 -0.016 -0.283
C 3.980 -1.200 -1.077
C 4.373 1.290 -1.072
C 6.057 -0.250 -0.126
H 6.140 -1.548 5.657
H 6.161 -1.556 3.895
H 4.784 -2.240 4.758
H 4.671 -0.048 6.924
H 3.254 -0.729 6.132
H 3.516 1.022 6.138
H 6.516 0.964 5.664
H 5.420 2.029 4.774
H 6.537 0.979 3.902
H 2.073 0.368 4.529
H 5.611 -0.183 2.218
H 2.923 -1.071 -1.294
H 4.113 -2.131 -0.525
H 4.513 -1.292 -2.025
H 3.330 1.482 -1.303
H 4.924 1.228 -2.012
H 4.767 2.136 -0.507
H 6.272 -1.181 0.400
H 6.546 0.570 0.400
H 6.506 -0.321 -1.117
F -5.189 -2.825 0.103
C -4.406 -1.767 -0.037
C -3.027 -1.904 0.085
F -2.494 -3.094 0.331
C -2.233 -0.783 -0.046
F -0.891 -0.928 0.085
C -2.760 0.469 -0.318
S -1.707 1.841 -0.646
C -4.135 0.579 -0.451
F -4.679 1.761 -0.728
C -4.963 -0.524 -0.299
F -6.279 -0.397 -0.414
O -0.502 1.048 -1.492
O -1.026 0.217 -2.563

Cartesian forces, eV/Å:
0.1411 -0.7386 0.0288
0.0041 0.0335 0.0106
0.0012 -0.0032 0.0497
0.0187 -0.0033 -0.0485
0.0009 -0.0252 0.0139
-0.0364 -0.0088 -0.0060
-0.0102 0.0129 0.0316
0.0100 0.0046 0.0317
0.0311 0.1285 0.0739
0.0910 -0.0371 -0.0598
0.0008 0.1143 -0.0432
-0.1303 0.0219 0.0042
-0.0611 0.0085 0.0029
0.0414 0.0176 -0.0602
-0.0092 0.0080 -0.0186
0.0072 -0.0320 0.0169
-0.0340 -0.0125 0.0054
0.0255 -0.0060 0.0333
0.0240 -0.0077 -0.0353
-0.0291 -0.0189 0.0022
0.0332 -0.0054 0.0258
-0.0364 -0.0363 0.0006
-0.0208 0.0450 0.0025
0.0281 -0.0012 0.0345
-0.0213 0.0257 0.0021
0.0247 -0.0011 -0.0379
-0.0155 0.0019 0.0249
0.0401 -0.0052 -0.0165
0.0041 -0.0032 0.0005
0.0049 -0.0231 0.0198
0.0083 -0.0041 -0.0393
-0.0631 0.0181 -0.0048
0.0084 -0.0102 -0.0284
0.0129 0.0175 0.0191
0.0102 -0.0334 0.0204
0.0125 0.0305 0.0224
0.0034 -0.0015 -0.0252
-0.0055 -0.0402 0.0077
0.1562 0.1570 -0.0169
-0.0205 0.0908 -0.0110
0.0005 -0.0050 0.0006
-0.2561 -0.0390 -0.0436
0.0438 -0.1471 -0.0201
0.1414 -0.0276 -0.0330
-0.4013 0.3749 0.0680
-0.0276 -0.1032 0.0328
-0.0289 -0.0214 -0.0028
0.1795 0.0307 0.0081
-0.0171 -0.0032 0.0022
-0.0605 0.5542 -0.0531
0.1756 -0.2914 0.0071


No. 3
Here is a structure of composition C20H20BrHgN2O6S from the OMol25 dataset. Energies are from ωB97M-V with the def2-TZVPD basis set.

Values from the calculation:
multiplicity	2
net charge	-2
energy relative to the best compared isomer or geometry (same formula, charge and spin)	27.9	kcal/mol
LUMO energy (spin up / spin down)	3.99 / 3.98	eV
molar mass	696.95	g/mol
orbital gap (spin up / spin down)	4.1 / 4.7	eV
<S²>	0.759
E	-121382.0720	eV

Positions of all 51 atoms, in Å:
Hg 1.879 0.638 -0.896
Br 2.911 3.486 0.206
C 1.161 4.168 0.034
C 1.018 5.526 0.045
C -0.265 6.109 -0.034
C -1.368 5.316 -0.096
C -1.247 3.901 -0.105
C -2.411 3.094 -0.128
C -2.299 1.734 -0.112
C -1.023 1.130 -0.128
C 0.148 1.852 -0.123
C 0.037 3.279 -0.074
H 1.897 6.152 0.123
H -0.361 7.189 -0.024
H -2.362 5.750 -0.133
H -3.382 3.579 -0.144
H -3.189 1.110 -0.106
H -0.971 0.048 -0.141
O 7.276 -2.879 -0.158
C 6.307 -2.199 0.147
C 4.940 -2.695 0.518
O 4.657 -3.838 0.871
C 4.049 -1.544 0.359
C 4.820 -0.352 0.152
O 4.330 0.790 -0.036
C 6.252 -0.697 0.208
O 7.215 0.058 0.281
O 2.783 -1.554 0.404
C -1.460 -2.733 2.419
C -2.083 -3.042 1.066
N -1.076 -2.970 0.027
C -1.140 -2.306 -1.141
S 0.175 -2.147 -2.116
N -2.389 -1.694 -1.405
C -3.401 -2.603 -1.946
C -4.730 -1.882 -2.076
H -2.217 -2.764 3.206
H -1.003 -1.743 2.413
H -0.684 -3.458 2.671
H -2.857 -2.315 0.824
H -2.549 -4.034 1.078
H -0.162 -3.357 0.219
H -2.197 -0.950 -2.068
H -3.497 -3.453 -1.267
H -3.080 -3.005 -2.915
H -5.108 -1.586 -1.096
H -5.474 -2.518 -2.561
H -4.619 -0.978 -2.678
O 1.975 0.117 2.449
H 2.500 0.866 2.140
H 2.278 -0.598 1.844

Cartesian forces, eV/Å:
0.3812 -0.2164 0.0058
0.0913 -0.0154 0.0235
-0.2697 -0.0642 -0.0538
-0.0958 0.0726 -0.0192
0.1145 0.0377 0.0157
-0.0420 -0.0993 -0.0034
-0.0616 0.0541 0.0291
0.0345 0.0913 -0.0017
0.0865 -0.1283 0.0219
-0.1606 0.1044 0.1542
0.0145 0.1361 -0.1262
0.0957 0.0127 0.0622
-0.0003 -0.0001 0.0144
0.0063 -0.0002 -0.0078
-0.0002 -0.0030 -0.0018
0.0060 0.0102 0.0022
0.0174 -0.0100 -0.0099
-0.0211 0.0132 -0.0234
0.0435 -0.0075 0.1445
-0.0709 0.0709 0.0078
0.1130 0.0262 0.0075
-0.0532 -0.0005 -0.1100
-0.1060 -0.1219 -0.0070
0.3133 -0.0350 -0.0648
-0.1611 0.1635 0.0758
-0.0301 -0.1047 0.0211
-0.0085 0.0262 -0.1211
-0.2211 -0.0416 0.0759
-0.0226 0.0242 0.0654
0.0872 0.1308 0.0359
0.0019 -0.2785 -0.1213
0.0154 0.1203 0.2984
-0.1115 0.0693 -0.3160
0.1220 -0.0909 -0.1305
0.0072 0.0327 0.1259
-0.0533 -0.0021 -0.0413
-0.0062 -0.0140 -0.0133
0.0164 -0.0051 -0.0048
0.0087 0.0175 -0.0231
0.0022 0.0393 -0.0063
-0.0072 -0.0244 -0.0057
0.0353 0.0331 0.0591
-0.0573 -0.0429 -0.0622
-0.0099 0.0063 0.0020
-0.0086 -0.0041 -0.0292
0.0250 0.0123 -0.0090
0.0106 -0.0008 0.0164
-0.0012 -0.0163 0.0044
0.1427 -0.0990 0.0790
-0.0482 0.0302 -0.0092
-0.1644 0.0908 -0.0260